# 1
Below is a molecular structure, C43H48CaF3N8O3P2S2, with properties calculated with ωB97M-V with the def2-TZVPD basis set.

Kohn-Sham gap, eV: 9.1087
Energy, hartree: -4787.45707
LUMO, eV: -1.70
Energy relative to the best compared isomer or geometry (same formula, charge and spin), kcal/mol: 37.1
Max |F|, eV Å⁻¹: 3.2

Structure (ORCA input):
```
! wB97M-V def2-TZVPD RIJCOSX def2/J DEFGRID3
* xyz 1 1
Ca -0.17576 -0.11183 0.29560
N -1.29040 1.91910 0.60999
C -0.59888 3.19991 0.68353
C 0.58466 3.13062 -0.27992
N 1.33664 1.88788 -0.09064
C 2.38499 1.92989 0.92761
C 1.83608 1.66887 2.34130
N 0.80759 0.61906 2.30291
H -1.77833 1.85385 -0.28058
H -1.98047 1.81417 1.34584
H -0.25441 3.37534 1.70239
H -1.23547 4.04835 0.40910
H 1.22586 4.01217 -0.16132
H 0.18226 3.11534 -1.29573
H 1.75327 1.62689 -0.97556
H 2.91819 2.88942 0.91695
H 3.10007 1.14177 0.69965
H 1.42237 2.58889 2.75211
H 2.68005 1.38422 2.97092
H -0.01588 0.87054 2.84123
H 1.14860 -0.25009 2.70481
N 2.82071 -2.33166 0.00668
P 2.76096 -2.26811 1.74554
C 3.42871 -3.93194 2.14770
C 4.78170 -4.25388 2.04782
C 5.21373 -5.53637 2.34778
C 4.30393 -6.50371 2.75209
C 2.95460 -6.19429 2.83787
C 2.51857 -4.91227 2.53938
C 4.27426 -1.28466 2.09812
C 5.11814 -0.74808 1.13320
C 6.23989 -0.02206 1.51317
C 6.52837 0.16889 2.85610
C 5.67752 -0.34422 3.82684
C 4.55524 -1.06128 3.44733
P 1.29273 -2.23674 -0.78206
C 0.58600 -3.91544 -0.58058
C -0.79770 -4.04899 -0.51217
C -1.37523 -5.30447 -0.38925
C -0.57012 -6.43186 -0.33772
C 0.81137 -6.30628 -0.40708
C 1.38746 -5.05310 -0.53189
C 1.88816 -2.40935 -2.50682
C 3.14658 -1.94416 -2.88171
C 3.58442 -2.07629 -4.19240
C 2.75873 -2.65407 -5.14479
C 1.49046 -3.09169 -4.78465
C 1.05794 -2.97457 -3.47397
H 3.40852 -3.08852 -0.33003
H 5.50053 -3.50086 1.75038
H 6.26582 -5.77841 2.27163
H 4.64817 -7.49938 2.99875
H 2.24467 -6.95042 3.14677
H 1.46565 -4.66476 2.61512
H 4.89992 -0.90572 0.08395
H 6.90412 0.37925 0.75825
H 7.41973 0.70643 3.15099
H 5.89208 -0.18734 4.87584
H 3.88746 -1.47651 4.19665
H -1.41928 -3.16205 -0.55062
H -2.45138 -5.39767 -0.32559
H -1.01708 -7.41239 -0.24003
H 1.44402 -7.18332 -0.36428
H 2.46637 -4.96970 -0.59718
H 3.78355 -1.47780 -2.14011
H 4.57362 -1.73343 -4.46849
H 3.10505 -2.76848 -6.16373
H 0.84405 -3.54022 -5.52842
H 0.07402 -3.32924 -3.19461
F -3.41627 -3.20980 1.10234
C -3.46635 -2.24112 2.02289
F -3.35030 -2.78289 3.22352
F -4.64354 -1.62988 1.92639
S -2.11898 -1.02848 1.65825
O -0.87170 -1.77021 1.73451
O -2.24019 0.03518 2.61828
O -2.41243 -0.64476 0.28021
S -5.70602 5.24545 -2.98320
C -4.52510 3.93928 -2.70552
C -3.29486 3.97647 -3.34949
C -2.37077 2.98464 -3.06060
N -2.60068 1.99127 -2.20828
C -3.80482 1.93792 -1.63253
C -4.79537 2.88150 -1.84506
C -5.86774 5.75368 -1.26667
C -4.95168 6.65324 -0.74184
C -5.09257 7.01481 0.59134
N -6.04973 6.53956 1.38012
C -6.92375 5.68770 0.85894
C -6.88460 5.26317 -0.46434
H -3.06220 4.77561 -4.03953
H -1.39038 2.99245 -3.52889
H -3.96982 1.09301 -0.97118
H -5.74846 2.79869 -1.34321
H -4.16017 7.06139 -1.35473
H -4.41038 7.72507 1.04553
H -7.69841 5.33241 1.52919
H -7.62634 4.58108 -0.85584
C 1.76202 1.10477 -3.84259
C 0.48276 0.37262 -3.62909
N -0.08257 0.06374 -2.48262
C -1.23570 -0.62656 -2.79780
C -1.36016 -0.73084 -4.14542
N -0.26189 -0.09016 -4.66300
H 2.23334 1.32199 -2.88814
H 1.59568 2.04053 -4.37911
H 2.45106 0.49601 -4.42860
H -1.90780 -0.97533 -2.03126
H -2.10934 -1.18576 -4.76866
H -0.04655 0.01251 -5.63918
*
```

# 2
Below is 10 unconnected molecules or ions with the total composition C26H58O28S7, with properties calculated with ωB97M-V with the def2-TZVPD basis set.

Kohn-Sham gap, eV: 9.9612
Energy, hartree: -5918.96434
LUMO, eV: 0.22
Max |F|, eV Å⁻¹: 4.9

Structure (ORCA input):
```
! wB97M-V def2-TZVPD RIJCOSX def2/J DEFGRID3
* xyz 0 1
O 10.33231 1.50885 0.21688
S 9.64150 2.41668 -0.73297
O 9.03142 3.60872 -0.20152
C 10.71248 2.89575 -2.20321
C 9.92895 2.38061 -3.53590
C 8.46924 2.13532 -3.11126
C 8.36650 1.54424 -1.67614
H 11.78445 2.72269 -2.10823
H 10.64363 3.98200 -2.14468
H 9.91817 3.12965 -4.32769
H 10.39776 1.47147 -3.91241
H 7.94663 1.39372 -3.71541
H 7.91516 3.07267 -3.06174
H 8.69872 0.51121 -1.77904
H 7.41584 1.57989 -1.14408
O -8.26955 3.71624 -4.97790
S -6.86099 3.75639 -4.55556
O -6.55294 3.94151 -3.11778
C -5.92690 2.43376 -5.41214
C -4.89547 3.07321 -6.40496
C -5.49200 4.46829 -6.85794
C -5.93428 5.03504 -5.54281
H -6.72491 1.82449 -5.83650
H -5.55642 1.74745 -4.65067
H -3.96664 3.27277 -5.87058
H -4.96793 2.49649 -7.32704
H -6.37371 4.31592 -7.48042
H -4.76929 5.03645 -7.44359
H -6.50942 5.96087 -5.53021
H -5.08010 5.30309 -4.92102
O -4.26730 -5.35233 -3.87062
S -4.97570 -6.22524 -2.97763
O -6.16681 -5.73727 -2.25619
C -5.42128 -7.92514 -3.68473
C -4.06978 -8.61991 -3.28993
C -3.81479 -8.37638 -1.67391
C -3.78221 -6.85547 -1.70008
H -5.78414 -8.04121 -4.70599
H -6.15977 -8.33788 -2.99744
H -4.17467 -9.70014 -3.39097
H -3.15466 -8.32005 -3.80055
H -2.86904 -8.87594 -1.46391
H -4.64485 -8.61356 -1.00845
H -2.79204 -6.72989 -2.13818
H -3.76232 -6.29805 -0.76361
O 1.80352 -2.42339 -8.07863
S 1.92208 -1.04100 -7.55641
O 1.52361 -0.69887 -6.16567
O 3.36280 -0.33715 -8.15787
C 3.21854 0.10398 -9.45360
C 1.73641 0.51356 -9.53804
O 1.04127 -0.06746 -8.50467
H 4.01117 0.83904 -9.59324
H 3.60726 -0.72330 -10.04741
H 1.31854 0.12223 -10.46559
H 1.57035 1.58295 -9.40793
O -7.94214 -0.65633 4.23797
S -8.37549 -2.05570 4.55292
O -8.64725 -2.27270 5.97293
O -9.78843 -2.51630 3.71654
C -9.90383 -3.87700 3.28600
C -8.43542 -4.34083 3.46432
O -7.60722 -3.30119 3.77851
H -10.53115 -4.57968 3.83448
H -10.22313 -3.94964 2.24636
H -8.07422 -4.55409 2.45827
H -8.22701 -5.31685 3.90255
O 0.90452 -0.63094 1.48143
S -0.36238 -0.53252 2.18508
O -0.34800 -0.93600 3.58610
O -0.88626 1.09819 2.03832
C -2.19681 1.20186 1.60586
C -2.47250 -0.10257 0.82630
O -1.65048 -1.12365 1.30940
H -2.76997 1.46485 2.49492
H -2.28907 2.19324 1.16230
H -2.23535 0.07692 -0.22235
H -3.55198 -0.18952 0.94992
O 2.06948 4.88806 -3.74723
S 1.69774 5.51574 -2.44011
O 0.28309 5.25185 -2.04316
O 2.75339 5.04161 -1.26230
C 2.92800 6.20437 -0.38955
C 2.36197 7.53759 -1.08468
O 2.09927 7.11830 -2.34733
H 2.33490 5.77155 0.41604
H 3.94724 6.29727 -0.01454
H 2.73808 8.51960 -0.79781
H 1.36515 7.72908 -0.68747
O -4.40129 5.79822 6.22007
C -2.99953 5.88425 6.52144
C -2.70120 4.72923 7.53560
O -3.24551 3.55365 7.08299
H -4.47942 5.06669 5.60334
H -2.46383 5.66459 5.59792
H -2.67856 6.84437 6.92549
H -2.93558 5.07469 8.54249
H -1.63497 4.50336 7.55120
H -4.00856 3.34773 7.62793
O 5.80060 1.24908 6.78304
C 6.58606 1.35822 7.95863
C 8.02907 0.81295 7.73154
O 8.63262 1.75790 6.88502
H 4.89544 1.10132 7.06666
H 6.71993 2.33213 8.42946
H 6.30165 0.60898 8.69745
H 8.22573 -0.14189 7.24396
H 8.67303 0.69571 8.60312
H 8.20925 1.61175 6.03590
O 3.49979 -8.45404 5.81497
C 4.35973 -7.47042 6.27435
C 3.76834 -6.56906 7.37337
O 2.41716 -6.29611 7.06527
H 3.30424 -9.11847 6.47973
H 5.22912 -8.05999 6.56531
H 4.58485 -6.86507 5.39630
H 4.45364 -5.72160 7.39011
H 3.81830 -7.06530 8.34257
H 2.47676 -5.80501 6.24254
*
```